The following is a DFT calculation (wB97M-V/def2-TZVPD) of 7 unconnected molecules or ions with the total composition H15NO6 in a non-equilibrium geometry.

Structure (XYZ):
```
22
Properties=species:S:1:pos:R:3:lowdin_charge:R:1
O -1.41 5.13 0.64 -0.055
O -0.87 -0.53 2.27 -0.040
O 4.07 -4.08 1.15 -0.108
O -2.48 0.47 -0.05 -0.044
O -0.22 1.29 -4.82 -0.054
O -1.07 2.78 -1.73 -0.097
N 1.44 -3.42 1.73 0.002
H 3.52 -3.25 0.98 0.040
H -1.26 -0.26 1.47 -0.051
H 1.01 -2.79 2.52 0.062
H -2.36 0.07 -0.91 0.043
H 4.84 -3.80 0.67 0.012
H 0.38 1.06 -4.10 0.025
H -3.43 0.40 0.11 0.058
H 0.69 -3.79 1.19 -0.002
H -0.99 3.46 -1.03 0.009
H -0.34 2.16 -1.42 0.059
H -0.53 -1.43 2.30 0.010
H -2.26 4.84 0.95 0.027
H 0.15 0.68 -5.46 0.025
H 1.91 -4.20 2.17 0.012
H -0.75 5.21 1.36 0.065
```

Summary:
SMILES = N.O.O.O.O.O.O
Total charge = 0
Orbital gap = 0.402 Eh
Energy = -14017.943 eV
Relative energy (zero: lowest compared OMol25 entry of this formula, charge and spin) = 43.7 kcal/mol
E_LUMO = 0.4 eV
2S+1 = 1
E_HOMO = -0.388 hartree

---

The following is a DFT calculation (wB97M-V/def2-TZVPD) of a molecular structure, H16O10V in a non-equilibrium geometry.

Structure (XYZ):
```
27
Properties=species:S:1:pos:R:3:lowdin_charge:R:1
V 21.34 0.36 18.64 0.909
O 23.04 0.91 17.38 -0.054
O 20.51 1.89 17.20 -0.021
O 22.39 -1.26 19.89 -0.034
O 23.61 2.53 21.85 -0.061
O 21.67 4.36 20.03 -0.060
O 17.08 -0.94 18.74 -0.061
O 22.98 -0.22 23.01 -0.065
O 21.85 1.28 19.79 -0.250
O 19.90 -0.10 19.14 -0.276
O 21.37 -1.53 17.36 -0.061
H 23.02 1.29 16.48 0.101
H 24.14 3.17 21.35 0.048
H 22.94 0.46 22.32 -0.012
H 17.11 0.01 18.92 0.028
H 21.81 -1.90 20.33 0.113
H 22.71 2.66 21.52 0.001
H 22.15 -2.09 17.49 0.086
H 20.37 1.47 16.33 0.099
H 23.86 -0.11 23.39 0.042
H 20.86 3.84 20.15 0.034
H 23.97 0.70 17.55 0.113
H 23.29 -1.57 20.01 0.107
H 20.15 2.79 17.12 0.119
H 18.01 -1.21 18.71 -0.008
H 21.68 4.98 20.77 0.057
H 21.00 -1.80 16.50 0.106
```

Summary:
Total charge = +1
Orbital gap = 0.328 Eh
Energy = -46416.684 eV
Relative energy (zero: lowest compared OMol25 entry of this formula, charge and spin) = 49.5 kcal/mol
E_LUMO = -4.5 eV
2S+1 = 1
E_HOMO = -0.494 hartree

---

The following is a DFT calculation (wB97M-V/def2-TZVPD) of 8 unconnected molecules or ions with the total composition H16O8 in a non-equilibrium geometry.

Structure (XYZ):
```
24
Properties=species:S:1:pos:R:3:lowdin_charge:R:1
O 0.44 3.50 -1.28 -0.108
O -1.23 -2.52 0.22 -0.149
O 1.90 1.46 0.07 -0.076
O -0.07 0.95 -2.60 -0.193
O 1.12 -2.45 -1.37 -0.159
O 1.35 0.18 3.14 -0.074
O -2.12 -0.37 2.45 -0.087
O -0.92 0.19 0.07 -0.111
H -2.78 0.28 2.67 0.026
H 0.32 2.69 -1.79 -0.041
H 0.24 -2.64 -1.04 -0.048
H -1.63 0.03 1.73 -0.037
H -0.48 0.39 -0.75 -0.014
H 1.37 3.50 -1.06 0.002
H 1.10 -2.74 -2.28 -0.017
H -2.04 -3.03 0.21 0.038
H 0.94 0.76 3.79 0.026
H 1.13 1.07 0.50 -0.012
H -0.56 0.74 -3.40 0.002
H -1.11 -0.74 0.02 -0.026
H 2.46 0.71 -0.13 0.027
H 0.65 0.02 2.50 -0.012
H -0.90 -2.59 1.11 0.036
H 0.82 0.63 -2.77 0.007
```

Summary:
Total charge = -1
Orbital gap (spin up / spin down) = 0.096 / 0.389 Eh
⟨S²⟩ = 0.75
Energy = -16639.773 eV
Relative energy (zero: lowest compared OMol25 entry of this formula, charge and spin) = 3.6 kcal/mol
E_LUMO (spin up / spin down) = 3.0 / 3.1 eV
2S+1 = 2
E_HOMO (spin up / spin down) = 0.016 / -0.277 hartree

---

The following is a DFT calculation (wB97M-V/def2-TZVPD) of 8 unconnected molecules or ions with the total composition H16O8.

Structure (XYZ):
```
24
Properties=species:S:1:pos:R:3:lowdin_charge:R:1
O 1.48 -1.88 -2.06 -0.060
O -2.81 1.03 1.64 -0.065
O 2.89 -0.63 3.41 -0.058
O -2.92 2.28 -1.85 -0.049
O -1.10 -0.27 -2.42 -0.041
O 2.65 1.58 0.67 -0.041
O -0.13 0.25 0.61 -0.043
O 0.22 -2.48 1.58 -0.067
H 0.65 -1.54 -1.70 -0.009
H 0.75 0.66 0.62 0.030
H 3.49 -1.36 3.22 0.035
H 1.26 -2.14 -2.96 0.030
H 2.18 -0.72 2.77 0.009
H 2.41 2.43 0.29 0.053
H -1.22 -0.30 -3.38 0.067
H -1.92 -0.62 -2.07 0.064
H -0.62 -2.61 2.03 0.036
H -2.06 0.98 1.03 -0.015
H 2.95 1.05 -0.07 0.054
H -2.80 1.36 -1.63 -0.005
H -2.40 2.41 -2.65 0.032
H 0.16 -1.59 1.21 -0.019
H -0.36 0.21 -0.32 0.025
H -2.74 1.91 2.03 0.038
```

Summary:
SMILES = O.O.O.O.O.O.O.O
Total charge = 0
Orbital gap = 0.387 Eh
Energy = -16639.731 eV
Relative energy (zero: lowest compared OMol25 entry of this formula, charge and spin) = 52.6 kcal/mol
E_LUMO = -0.4 eV
2S+1 = 1
E_HOMO = -0.401 hartree

---

The following is a DFT calculation (wB97M-V/def2-TZVPD) of 8 unconnected molecules or ions with the total composition H16O8 in a non-equilibrium geometry.

Structure (XYZ):
```
24
Properties=species:S:1:pos:R:3:lowdin_charge:R:1
O 2.50 -1.07 -1.86 -0.066
O -3.02 -0.99 -1.31 -0.056
O 2.73 -3.46 -1.98 -0.077
O 0.93 2.88 3.47 -0.069
O -0.46 0.21 3.01 -0.045
O -0.04 0.15 0.13 -0.059
O 2.37 1.10 0.99 -0.055
O -4.87 1.30 -2.51 -0.059
H 2.77 -4.36 -2.33 0.038
H -3.98 1.60 -2.73 0.035
H 2.15 -0.40 -1.26 0.002
H 1.68 3.30 3.90 0.033
H 2.97 0.38 0.78 0.029
H 0.87 2.01 3.88 0.010
H -3.78 -1.59 -1.30 0.044
H -3.09 -0.55 -2.16 0.025
H 1.86 -3.42 -1.56 0.039
H -0.82 -0.26 -0.26 0.020
H -0.59 -0.52 2.39 0.036
H 2.14 1.48 0.14 0.031
H -4.91 1.36 -1.54 0.039
H -0.38 0.57 0.93 0.010
H 3.42 -1.17 -1.58 0.041
H -1.34 0.58 3.14 0.056
```

Summary:
SMILES = O.O.O.O.O.O.O.O
Total charge = 0
Orbital gap = 0.408 Eh
Energy = -16639.127 eV
Relative energy (zero: lowest compared OMol25 entry of this formula, charge and spin) = 66.5 kcal/mol
E_LUMO = 0.2 eV
2S+1 = 1
E_HOMO = -0.400 hartree

---

The following is a DFT calculation (wB97M-V/def2-TZVPD) of 8 unconnected molecules or ions with the total composition H16O8 in a non-equilibrium geometry.

Structure (XYZ):
```
24
Properties=species:S:1:pos:R:3:lowdin_charge:R:1
O -1.72 2.12 0.21 -0.072
O -0.11 1.56 -3.84 -0.071
O -2.38 -1.41 -2.22 -0.061
O 0.40 0.37 0.12 -0.043
O 0.58 -1.36 5.40 -0.066
O 1.63 -3.76 -0.73 -0.064
O 0.72 2.55 -1.82 -0.057
O 0.50 0.82 3.35 -0.048
H -3.03 -1.94 -2.69 0.032
H -2.62 -1.52 -1.29 0.030
H 0.40 -1.84 4.57 0.025
H -1.03 2.16 0.89 0.012
H 2.55 -3.76 -1.03 0.033
H 1.58 2.91 -2.06 0.063
H -1.26 1.75 -0.56 0.001
H 0.81 1.32 -3.71 0.025
H -0.10 2.53 -3.88 0.040
H 0.86 1.60 -1.80 0.009
H -0.30 -1.13 5.73 0.032
H 0.07 0.42 2.59 0.008
H 1.45 -4.68 -0.52 0.033
H 0.31 -0.49 0.55 0.057
H -0.02 1.61 3.53 0.042
H 0.71 0.16 -0.77 0.041
```

Summary:
SMILES = O.O.O.O.O.O.O.O
Total charge = 0
Orbital gap = 0.389 Eh
Energy = -16638.315 eV
Relative energy (zero: lowest compared OMol25 entry of this formula, charge and spin) = 85.2 kcal/mol
E_LUMO = 0.1 eV
2S+1 = 1
E_HOMO = -0.387 hartree

---

The following is a DFT calculation (wB97M-V/def2-TZVPD) of 8 unconnected molecules or ions with the total composition H16O8 in a non-equilibrium geometry.

Structure (XYZ):
```
24
Properties=species:S:1:pos:R:3:lowdin_charge:R:1
O 2.68 -0.28 2.04 -0.077
O -1.97 4.28 1.04 -0.073
O 0.71 0.22 -0.44 -0.046
O -4.18 2.86 -0.86 0.002
O -0.61 2.22 1.79 -0.064
O -0.02 -3.97 -0.46 -0.036
O -0.70 -3.30 -2.85 -0.037
O 4.13 -2.12 -0.33 -0.068
H -0.85 1.52 1.20 -0.005
H -2.58 5.04 1.25 0.103
H 2.58 -0.95 1.33 0.020
H -0.01 -2.73 -2.67 -0.021
H 5.00 -2.42 -0.14 0.010
H -4.92 2.40 -1.01 -0.031
H -3.50 2.33 -0.43 0.027
H 0.06 0.67 -0.96 0.017
H 0.73 0.79 0.35 0.017
H -0.70 3.09 1.30 0.037
H -0.08 -3.18 -0.04 -0.041
H 3.36 -0.68 2.60 0.032
H 4.14 -1.50 -1.13 0.088
H -2.41 3.55 1.46 0.018
H 0.25 -4.59 0.28 0.082
H -1.35 -2.57 -2.85 0.048
```

Summary:
SMILES = O.O.O.O.O.O.O.O
Total charge = 0
Orbital gap = 0.398 Eh
Energy = -16638.255 eV
Relative energy (zero: lowest compared OMol25 entry of this formula, charge and spin) = 86.6 kcal/mol
E_LUMO = 0.0 eV
2S+1 = 1
E_HOMO = -0.398 hartree

---

The following is a DFT calculation (wB97M-V/def2-TZVPD) of 8 unconnected molecules or ions with the total composition H16O8 in a non-equilibrium geometry.

Structure (XYZ):
```
24
Properties=species:S:1:pos:R:3:lowdin_charge:R:1
O 30.14 -24.43 16.65 -0.063
O 27.48 -25.95 18.55 -0.087
O 27.52 -24.72 16.02 -0.067
O 29.66 -26.65 18.40 -0.063
O 27.26 -26.80 13.46 -0.039
O 27.59 -22.46 14.16 -0.084
O 28.19 -23.41 19.65 -0.068
O 25.89 -24.33 12.78 -0.058
H 26.77 -27.60 13.27 0.065
H 27.24 -22.99 13.43 -0.005
H 25.82 -24.42 11.82 0.053
H 26.57 -26.25 18.72 0.082
H 26.24 -25.19 13.08 0.000
H 28.00 -24.20 19.12 -0.015
H 30.36 -26.60 19.05 0.073
H 28.16 -27.09 13.66 0.068
H 29.71 -25.81 17.91 0.021
H 27.39 -22.98 14.95 -0.009
H 27.15 -25.36 15.41 0.044
H 28.71 -22.84 19.07 0.024
H 29.28 -24.42 16.18 0.012
H 30.44 -23.52 16.72 0.057
H 28.05 -26.72 18.69 0.033
H 27.50 -25.15 16.91 0.026
```

Summary:
SMILES = O.O.O.O.O.O.O.O
Total charge = 0
Orbital gap = 0.376 Eh
Energy = -16640.369 eV
Relative energy (zero: lowest compared OMol25 entry of this formula, charge and spin) = 37.9 kcal/mol
E_LUMO = 0.0 eV
2S+1 = 1
E_HOMO = -0.378 hartree

---

The following is a DFT calculation (wB97M-V/def2-TZVPD) of a molecular structure, H16O8 in a non-equilibrium geometry.

Structure (XYZ):
```
24
Properties=species:S:1:pos:R:3:lowdin_charge:R:1
O -3.61 2.09 10.56 0.028
O -3.30 2.45 8.30 -0.059
O -3.53 0.90 12.75 0.058
O -3.33 -2.23 10.90 -0.028
O -3.61 -0.13 10.47 -0.045
O -1.68 0.16 12.51 -0.012
O -3.71 -0.40 8.37 -0.049
O -4.53 -0.81 13.69 -0.032
H -3.61 0.82 10.34 -0.071
H -2.56 0.53 12.44 -0.275
H -3.64 -0.47 9.32 -0.188
H -3.60 -2.00 10.01 0.037
H -4.00 -0.18 13.20 -0.152
H -2.98 2.46 11.18 0.130
H -2.61 3.04 8.59 0.031
H -3.71 -0.25 11.41 0.058
H -3.23 1.52 13.41 0.180
H -4.52 -1.60 13.16 0.026
H -4.30 1.31 12.36 0.146
H -4.43 -0.99 8.14 0.034
H -3.88 -2.98 11.13 0.054
H -4.41 2.61 10.69 0.139
H -1.11 0.91 12.64 0.035
H -3.46 1.88 9.05 -0.045
```

Summary:
Total charge = 0
Orbital gap = 0.322 Eh
Energy = -16631.456 eV
Relative energy (zero: lowest compared OMol25 entry of this formula, charge and spin) = 243.4 kcal/mol
E_LUMO = -1.1 eV
2S+1 = 1
E_HOMO = -0.364 hartree

---

The following is a DFT calculation (wB97M-V/def2-TZVPD) of a molecular structure, H16O8Sr.

Structure (XYZ):
```
25
Properties=species:S:1:pos:R:3:lowdin_charge:R:1
Sr -0.02 -0.16 -0.01 1.660
O -2.07 1.61 -0.55 -0.081
O 1.90 0.04 1.47 -0.134
O 1.27 -2.49 -0.59 -0.082
O -1.38 -0.92 -1.94 -0.126
O 0.71 2.31 -0.06 -0.107
O -1.00 0.74 2.30 -0.091
O 1.72 0.19 -1.81 -0.105
O -1.58 -1.82 1.12 -0.106
H -2.32 -0.96 -2.06 0.080
H 2.67 0.12 -1.69 0.080
H -1.52 -2.77 1.10 0.079
H -1.71 2.49 -0.46 0.045
H -0.65 1.49 2.78 0.074
H -1.98 -1.62 1.97 0.063
H -1.01 -0.94 -2.82 0.076
H 0.41 3.18 0.19 0.082
H 1.61 2.44 -0.36 0.066
H -2.66 1.66 -1.30 0.070
H 2.41 0.81 1.69 0.076
H 1.60 0.55 -2.69 0.086
H 2.18 -0.63 2.10 0.085
H -1.83 0.55 2.73 0.071
H 1.07 -3.38 -0.33 0.072
H 2.20 -2.50 -0.79 0.064
```

Summary:
Total charge = +2
Orbital gap = 0.455 Eh
Energy = -17465.906 eV
Relative energy (zero: lowest compared OMol25 entry of this formula, charge and spin) = 5.4 kcal/mol
E_LUMO = -6.3 eV
2S+1 = 1
E_HOMO = -0.685 hartree

---

The following is a DFT calculation (wB97M-V/def2-TZVPD) of a molecular structure, H16O8Sr in a non-equilibrium geometry.

Structure (XYZ):
```
25
Properties=species:S:1:pos:R:3:lowdin_charge:R:1
Sr -0.05 -0.01 -0.01 1.670
O 0.40 -1.71 -1.70 -0.135
O -2.02 -1.71 0.43 -0.083
O 2.13 0.75 1.06 -0.094
O 1.37 0.98 -1.84 -0.106
O -1.76 0.59 -1.77 -0.100
O -0.75 0.71 2.38 -0.098
O -0.16 2.44 0.11 -0.138
O 0.72 -1.86 1.52 -0.116
H 0.03 -2.59 -1.58 0.075
H -2.69 -2.19 -0.05 0.082
H 1.62 -2.09 1.77 0.081
H 2.13 1.56 -1.90 0.086
H -1.63 0.72 2.75 0.077
H 0.42 2.99 0.64 0.073
H 2.69 0.92 1.81 0.090
H -2.71 0.68 -1.85 0.087
H 2.71 0.78 0.30 0.058
H -1.90 -2.22 1.24 0.058
H -1.45 0.58 -2.67 0.066
H -0.17 0.79 3.14 0.073
H 0.74 -1.72 -2.59 0.080
H 0.19 -2.60 1.82 0.067
H 0.87 1.15 -2.64 0.069
H -0.73 3.07 -0.34 0.079
```

Summary:
Total charge = +2
Orbital gap = 0.451 Eh
Energy = -17465.787 eV
Relative energy (zero: lowest compared OMol25 entry of this formula, charge and spin) = 8.1 kcal/mol
E_LUMO = -6.3 eV
2S+1 = 1
E_HOMO = -0.682 hartree

---

The following is a DFT calculation (wB97M-V/def2-TZVPD) of a molecular structure, H16O8Sr in a non-equilibrium geometry.

Structure (XYZ):
```
25
Properties=species:S:1:pos:R:3:lowdin_charge:R:1
Sr 0.01 0.07 0.08 1.657
O -1.46 0.25 -1.97 0.012
O -2.28 1.01 1.02 -0.092
O 0.41 2.65 -0.83 0.040
O 2.38 0.91 0.66 -0.040
O 1.65 -1.93 0.43 -0.093
O 1.33 -0.06 -2.29 0.193
O -1.43 -2.15 0.21 -0.089
O -0.08 -0.48 2.55 -0.109
H -1.51 0.91 -2.67 0.110
H 1.08 -0.92 -2.63 0.127
H 2.75 0.35 1.33 0.083
H -2.32 -1.99 0.52 0.072
H 0.41 2.86 -1.77 0.093
H 0.63 3.47 -0.40 0.112
H -1.34 -3.10 0.22 0.087
H -2.19 -0.34 -2.15 0.117
H -2.38 1.27 1.94 0.079
H -0.21 0.16 3.25 0.085
H -3.16 0.79 0.73 0.079
H 2.55 1.80 0.96 0.096
H 1.13 0.55 -3.00 0.124
H 2.47 -2.02 0.92 0.087
H 1.59 -2.74 -0.08 0.082
H -0.02 -1.32 3.00 0.089
```

Summary:
Total charge = +3
Orbital gap (spin up / spin down) = 0.442 / 0.127 Eh
⟨S²⟩ = 0.76
Energy = -17446.863 eV
Relative energy (zero: lowest compared OMol25 entry of this formula, charge and spin) = 4.8 kcal/mol
E_LUMO (spin up / spin down) = -10.5 / -19.0 eV
2S+1 = 2
E_HOMO (spin up / spin down) = -0.828 / -0.825 hartree